1.
Entry from the Open Molecules 2025 dataset: one molecule with the formula C4H10N2O2 in a non-equilibrium geometry (wB97M-V/def2-TZVPD).

XYZ file:
```
18
Properties=species:S:1:pos:R:3:mulliken_charge:R:1
C -0.008 -0.771 0.036 1.105
C 0.066 -1.834 1.104 -1.404
C 1.185 1.657 -0.380 -0.837
N 0.871 0.537 0.492 -0.447
C -1.138 0.247 0.176 0.106
N -1.663 0.656 -1.031 -0.361
O 0.201 -1.194 -1.250 -0.531
O -1.808 0.267 1.216 -0.711
H 1.025 -1.701 -1.269 0.372
H 0.801 0.777 1.473 0.289
H -1.095 0.581 -1.859 0.216
H -2.508 1.203 -0.975 0.241
H -0.216 -1.419 2.067 0.329
H -0.636 -2.631 0.857 0.313
H 1.083 -2.221 1.168 0.420
H 0.398 2.422 -0.397 0.300
H 1.335 1.300 -1.399 0.265
H 2.109 2.124 -0.031 0.336
```

Values from the calculation:
Orbital gap = 8.949 eV
Relative energy (zero: lowest compared OMol25 entry of this formula, charge and spin) = 247.2 kJ/mol

2.
Entry from the Open Molecules 2025 dataset: one molecule with the formula C5H12O2 (wB97M-V/def2-TZVPD).

XYZ file:
```
19
Properties=species:S:1:pos:R:3:mulliken_charge:R:1
C -1.709 1.844 -0.892 -1.217
C -1.386 0.535 -0.190 -0.488
C 0.040 0.042 -0.465 -0.160
O 0.982 1.093 -0.396 -0.615
C 0.449 -1.050 0.531 0.224
C 1.786 -1.681 0.177 -1.328
O 0.526 -0.375 1.789 -0.557
H -0.948 2.606 -0.687 0.297
H -1.750 1.715 -1.980 0.311
H -2.678 2.224 -0.555 0.371
H -1.515 0.644 0.894 0.313
H -2.096 -0.247 -0.505 0.290
H 0.103 -0.360 -1.485 0.455
H 1.098 1.254 0.554 0.441
H -0.340 -1.819 0.570 0.253
H 2.537 -0.898 0.030 0.326
H 2.122 -2.357 0.973 0.400
H 1.709 -2.267 -0.745 0.351
H 1.071 -0.903 2.383 0.333
```

Values from the calculation:
Orbital gap = 10.863 eV
Relative energy (zero: lowest compared OMol25 entry of this formula, charge and spin) = 55.0 kJ/mol

3.
Entry from the Open Molecules 2025 dataset: one molecule with the formula C8H10Cl2N2 in a non-equilibrium geometry (wB97M-V/def2-TZVPD).

XYZ file:
```
22
Properties=species:S:1:pos:R:3:mulliken_charge:R:1
Cl 0.898 -1.958 -4.544 -0.153
Cl 2.004 -3.326 -1.733 -0.171
N -0.181 -0.174 -2.903 -0.652
N -0.447 0.415 -1.745 -0.171
C 0.512 -1.315 -2.971 0.349
C -0.007 -0.089 -0.562 0.174
C 0.791 -1.214 -0.590 -0.388
C 1.047 -1.882 -1.774 0.040
C 0.962 0.878 1.558 -1.628
C -1.257 -0.337 1.577 -1.540
C -1.014 1.959 0.532 -1.803
C -0.342 0.609 0.764 2.088
H 1.203 -1.616 0.344 0.362
H 1.475 -0.035 1.851 0.338
H 0.772 1.405 2.500 0.422
H 1.623 1.502 0.994 0.416
H -1.541 0.118 2.505 0.430
H -2.196 -0.566 1.008 0.352
H -0.729 -1.278 1.782 0.339
H -1.930 1.844 -0.088 0.359
H -0.326 2.626 0.031 0.409
H -1.317 2.433 1.464 0.429
```

Values from the calculation:
Orbital gap = 9.731 eV
Relative energy (zero: lowest compared OMol25 entry of this formula, charge and spin) = 0.0 kJ/mol

4.
Entry from the Open Molecules 2025 dataset: an isolated ion of composition C5H12N and charge +1 in a non-equilibrium geometry (wB97M-V/def2-TZVPD).

XYZ file:
```
18
Properties=species:S:1:pos:R:3:mulliken_charge:R:1
C 0.304 -1.002 -1.575 -1.571
C 0.644 -0.760 -0.108 0.307
N 1.068 0.701 0.021 -0.138
C -0.077 1.567 0.596 -0.485
C -1.169 0.526 0.897 -0.636
C -0.579 -0.876 0.782 -0.808
H 0.244 -2.054 -1.847 0.387
H 1.002 -0.536 -2.282 0.446
H -0.676 -0.636 -1.912 0.385
H 1.512 -1.368 0.130 0.332
H 1.259 0.968 -0.937 0.303
H 1.888 0.824 0.588 0.367
H 0.368 1.969 1.497 0.349
H -0.515 2.209 -0.155 0.277
H -1.694 0.703 1.838 0.409
H -1.981 0.688 0.194 0.311
H -1.200 -1.712 0.463 0.421
H -0.397 -1.211 1.811 0.345
```

Values from the calculation:
Orbital gap = 12.463 eV
Relative energy (zero: lowest compared OMol25 entry of this formula, charge and spin) = 52.2 kJ/mol
Charge = +1

5.
Entry from the Open Molecules 2025 dataset: a 2-piece molecular cluster, C2H5OS overall in a non-equilibrium geometry (wB97M-V/def2-TZVPD).

XYZ file:
```
9
Properties=species:S:1:pos:R:3:mulliken_charge:R:1
S 1.611 4.332 -0.097 -0.941
H 1.731 3.594 -1.211 -0.067
O -1.560 -2.481 0.993 -0.781
C -0.963 -1.329 0.908 -0.385
C -0.152 -0.945 -0.323 -0.710
H -0.954 -0.536 1.683 0.306
H 0.004 0.116 -0.505 0.245
H -0.513 -1.257 -1.296 0.209
H 0.795 -1.494 -0.153 0.125
```

Values from the calculation:
Orbital gap (spin up / spin down) = 3.954 / 7.257 eV
Relative energy (zero: lowest compared OMol25 entry of this formula, charge and spin) = 0.0 kJ/mol
Charge = -2
Multiplicity = 2

6.
Entry from the Open Molecules 2025 dataset: C10H14BClN6V as an isolated structure in a non-equilibrium geometry (wB97M-V/def2-TZVPD).

XYZ file:
```
33
Properties=species:S:1:pos:R:3:mulliken_charge:R:1
C -1.558 0.866 2.859 -0.304
N -0.944 0.824 1.648 0.250
N -0.756 -0.536 1.317 -0.152
C -1.413 -1.277 2.248 -0.053
C -1.908 -0.439 3.240 -0.995
B -0.246 -1.230 -0.020 0.031
N -0.639 -0.172 -1.088 -0.195
N -0.505 1.243 -1.025 0.248
C -0.945 1.719 -2.223 -0.039
C -1.528 0.679 -2.940 -1.072
C -1.350 -0.467 -2.203 -0.044
V -0.202 2.475 0.514 0.553
N 1.190 -2.216 -0.235 0.440
N 2.417 -1.652 -0.543 -0.448
C 3.378 -2.563 -0.387 -0.146
C 2.788 -3.836 -0.217 -0.446
C 1.421 -3.579 -0.145 -0.095
H 4.429 -2.291 -0.381 0.447
H 0.622 -4.295 -0.037 0.477
H 3.330 -4.760 -0.141 0.427
H -1.012 -2.173 -0.169 -0.102
H -1.655 -1.499 -2.376 0.449
H -1.472 -2.347 2.115 0.465
H -1.983 0.749 -3.934 0.389
H -2.407 -0.744 4.148 0.414
H -0.782 2.762 -2.491 0.416
H -1.683 1.800 3.411 0.404
H 0.954 3.415 -1.063 0.371
C 0.290 4.074 -0.486 -0.983
H -0.524 4.334 -1.164 0.411
H 0.015 3.947 0.673 0.541
H 0.898 4.974 -0.314 0.511
Cl 1.781 2.217 1.412 -0.171
```

Values from the calculation:
Orbital gap (spin up / spin down) = 7.099 / 5.861 eV
Relative energy (zero: lowest compared OMol25 entry of this formula, charge and spin) = 187.8 kJ/mol
Charge = +2
Multiplicity = 4

7.
Entry from the Open Molecules 2025 dataset: an isolated ion of composition C6H11N2S and charge +1 in a non-equilibrium geometry (wB97M-V/def2-TZVPD).

XYZ file:
```
20
Properties=species:S:1:pos:R:3:mulliken_charge:R:1
C -0.891 -1.568 1.025 -0.643
C -1.040 -1.445 -0.359 -0.305
C -0.120 -0.715 1.678 -0.799
C -0.524 -0.388 -1.046 0.471
C 0.659 0.405 1.028 0.726
C -0.546 -0.148 -2.495 -1.425
N 0.704 1.689 1.784 -0.639
N -0.044 0.751 -0.225 -0.250
S 2.337 -0.059 0.663 -0.132
H -1.463 -2.339 1.390 0.548
H -1.483 -2.188 -1.068 0.369
H 0.068 -0.800 2.781 0.370
H -1.444 -0.619 -3.078 0.330
H 0.200 -0.678 -3.060 0.349
H -0.485 0.805 -3.002 0.380
H 1.564 1.865 2.289 0.338
H 0.142 1.496 2.656 0.290
H 0.529 1.483 -0.798 0.434
H -0.823 1.349 0.049 0.385
H 2.661 1.104 -0.210 0.202
```

Values from the calculation:
Orbital gap = 9.048 eV
Relative energy (zero: lowest compared OMol25 entry of this formula, charge and spin) = 296.6 kJ/mol
Charge = +1

8.
Entry from the Open Molecules 2025 dataset: one molecule with the formula C4H6O2 (wB97M-V/def2-TZVPD).

XYZ file:
```
12
Properties=species:S:1:pos:R:3:mulliken_charge:R:1
O 1.535 0.019 0.385 -0.157
C 2.349 0.708 -0.355 -0.342
C 0.526 -0.710 -0.342 -0.623
C -0.791 -0.544 0.361 0.212
C -1.602 0.649 0.122 -0.419
O -1.924 -0.594 -0.487 -0.430
H 3.005 1.195 0.389 0.183
H 0.847 -1.754 -0.369 0.248
H 0.485 -0.308 -1.356 0.466
H -0.893 -1.068 1.311 0.366
H -2.300 0.978 0.890 0.267
H -1.236 1.426 -0.550 0.232
```

Values from the calculation:
Orbital gap = 9.483 eV
Relative energy (zero: lowest compared OMol25 entry of this formula, charge and spin) = 462.4 kJ/mol

9.
Entry from the Open Molecules 2025 dataset: one molecule with the formula C23H26N2O4 (wB97M-V/def2-TZVPD).

XYZ file:
```
55
Properties=species:S:1:pos:R:3:mulliken_charge:R:1
C -1.942 0.206 -7.985 -1.440
C -2.059 0.755 -6.598 1.025
C -1.953 2.124 -6.370 -0.586
C -2.078 2.636 -5.097 -0.734
C -2.301 1.796 -4.003 0.491
C -2.415 0.426 -4.232 -0.163
C -2.297 -0.080 -5.512 -1.038
H -2.392 -1.145 -5.673 0.331
H -2.616 -0.256 -3.420 0.362
C -2.413 2.432 -2.668 -0.038
O -2.637 3.617 -2.554 -0.632
C -2.179 1.548 -1.452 0.468
C -0.709 1.105 -1.422 -0.620
C -0.436 0.284 -0.155 -1.194
N -0.787 0.969 1.079 0.090
C 0.172 1.992 1.454 -0.572
C 1.438 1.373 2.054 0.350
O 2.517 1.920 1.990 -0.681
N 1.172 0.194 2.667 -0.021
C 2.032 -0.673 3.343 0.612
C 1.499 -1.858 3.837 -0.779
C 2.295 -2.757 4.530 0.398
C 3.643 -2.461 4.751 0.512
C 4.173 -1.286 4.234 -0.893
C 3.385 -0.398 3.531 -0.486
H 3.804 0.511 3.136 0.533
H 5.219 -1.083 4.402 0.425
O 4.464 -3.296 5.471 -0.464
C 3.755 -4.252 6.224 -0.463
C 2.663 -4.893 5.367 -0.455
H 2.113 -5.651 5.926 0.339
O 1.720 -3.922 4.974 -0.458
H 3.124 -5.349 4.480 0.287
H 4.485 -4.992 6.555 0.339
H 3.291 -3.773 7.098 0.290
H 0.458 -2.104 3.692 0.424
H 0.208 -0.110 2.569 0.172
H 0.481 2.654 0.634 0.192
H -0.269 2.621 2.233 0.569
C -2.170 1.411 1.046 -1.275
C -2.504 2.294 -0.158 -0.632
H -1.924 3.218 -0.120 0.248
H -3.560 2.566 -0.140 0.460
H -2.794 0.510 1.016 0.372
H -2.388 1.939 1.977 0.509
H -1.025 -0.639 -0.193 0.486
H 0.622 0.013 -0.111 0.396
H -0.069 1.990 -1.435 0.246
H -0.467 0.507 -2.302 0.563
H -2.819 0.662 -1.521 0.277
H -1.999 3.698 -4.917 0.452
H -1.773 2.789 -7.202 0.390
H -2.860 0.403 -8.540 0.292
H -1.777 -0.868 -7.969 0.353
H -1.123 0.683 -8.519 0.369
```

Values from the calculation:
Orbital gap = 8.155 eV
Relative energy (zero: lowest compared OMol25 entry of this formula, charge and spin) = 219.3 kJ/mol